(1)
10
Properties=species:S:1:pos:R:3:forces:R:3 method="wB97M-V/def2-TZVPD" total_charge=+1 spin_multiplicity=3 de_lowest_kcal_mol=97.5 orbital_gap_ha="0.2950 / 0.2976"
C 0.897 -1.850 1.436 2.0 -1.6 0.7
C 0.021 -1.401 0.541 -0.3 -0.1 1.7
C 1.123 0.307 0.341 -2.2 -1.6 1.7
C 1.626 -0.819 1.023 -0.3 -2.2 0.6
C -1.108 0.518 -0.753 1.7 4.6 2.5
N -0.160 -0.093 0.265 -0.4 2.6 -4.8
H 1.596 1.116 -0.022 1.3 2.9 -1.2
H -1.769 1.191 -0.091 1.0 -0.8 -1.4
H -0.501 1.159 -1.516 -1.1 -1.3 1.5
H -1.726 -0.128 -1.223 -1.5 -2.6 -1.4

=====

(2)
11
Properties=species:S:1:pos:R:3:forces:R:3 method="wB97M-V/def2-TZVPD" total_charge=0 de_lowest_kcal_mol=108.0 orbital_gap_ha=0.3494
C -2.546 1.640 -0.638 0.7 -0.5 0.2
C -1.502 0.983 -0.279 -0.2 0.1 -0.4
C -0.409 0.233 0.297 0.4 -0.2 0.2
C 0.913 0.555 0.064 0.1 -0.1 0.2
C 1.591 -0.662 0.218 0.2 -0.1 0.2
N 0.762 -1.656 0.519 0.2 0.1 0.0
N -0.449 -1.092 0.548 -0.1 0.0 0.2
H -1.005 0.975 -1.285 -1.4 1.0 -0.8
H 1.272 1.531 -0.239 0.0 -0.3 0.1
H 2.647 -0.854 0.097 -0.1 -0.1 0.1
H -1.273 -1.655 0.697 0.2 0.1 0.0

=====

(3)
11
Properties=species:S:1:pos:R:3:forces:R:3 method="wB97M-V/def2-TZVPD" total_charge=0 de_lowest_kcal_mol=88.2 orbital_gap_ha=0.3926
C 3.005 0.511 0.160 -0.7 -0.1 -0.1
C 1.758 0.298 0.179 0.4 0.1 0.2
C 0.345 0.072 0.231 -0.2 0.0 -0.1
C -0.375 -1.060 -0.082 0.0 0.0 0.0
C -1.710 -0.622 -0.106 -0.1 0.0 0.0
N -1.811 0.672 0.183 0.1 -0.2 0.0
N -0.560 1.075 0.374 0.1 0.1 0.0
H 2.278 0.246 -0.918 0.5 0.1 -0.1
H 0.035 -2.039 -0.285 -0.1 0.1 0.0
H -2.598 -1.193 -0.339 0.1 0.1 0.1
H -0.367 2.039 0.603 0.0 -0.1 0.0

=====

(4)
11
Properties=species:S:1:pos:R:3:forces:R:3 method="wB97M-V/def2-TZVPD" total_charge=0 de_lowest_kcal_mol=131.1 smiles="C#CC(C#C)=NN" orbital_gap_ha=0.3304
C -0.337 2.475 -0.016 -0.5 -5.2 0.3
C -0.218 1.213 -0.095 -1.1 7.7 0.8
C 0.062 -0.131 0.059 2.0 -3.5 -0.8
C 1.508 -0.523 0.067 -3.2 1.4 0.2
C 2.684 -0.601 0.000 3.1 -0.4 -0.6
N -0.696 -1.172 0.016 -3.2 0.4 0.6
N -2.146 -1.019 -0.139 0.1 -1.9 2.0
H -0.791 3.423 0.295 0.8 -0.6 -0.7
H 3.756 -0.694 -0.203 -1.1 0.0 0.4
H -2.565 -0.165 0.256 0.8 0.0 -0.3
H -2.698 -1.826 0.427 2.4 2.1 -1.9

=====

(5)
12
Properties=species:S:1:pos:R:3:forces:R:3 method="wB97M-V/def2-TZVPD" total_charge=0 de_lowest_kcal_mol=92.3 orbital_gap_ha=0.2811
C -1.629 1.034 -1.200 -4.0 2.8 -4.6
C -0.228 0.800 -1.264 1.0 -3.3 0.0
C 0.136 0.010 -0.138 0.5 3.2 -5.1
C 1.548 -1.188 0.880 -7.1 5.6 -3.3
C 0.449 -0.803 1.656 -3.8 2.4 4.6
H -1.737 1.124 -0.122 -2.3 0.1 0.1
H 0.329 0.819 -2.244 -0.2 0.1 1.5
H 2.288 -1.689 1.050 8.1 -5.7 2.5
H 0.431 -0.717 2.777 0.0 -1.1 -1.1
N 1.421 -0.591 -0.257 -0.9 -0.2 -0.2
N -0.538 -0.059 1.072 4.4 -2.6 0.2
O -2.471 1.259 -2.209 4.3 -1.4 5.4

=====

(6)
12
Properties=species:S:1:pos:R:3:forces:R:3 method="wB97M-V/def2-TZVPD" total_charge=0 de_lowest_kcal_mol=98.2 orbital_gap_ha="0.2860 / 0.2529"
C 0.693 1.169 -0.327 -1.5 -2.1 0.8
C -1.731 -0.666 1.433 2.9 2.3 -1.9
C -0.223 0.367 0.338 0.6 -2.4 -1.5
C -0.199 -1.121 -0.046 0.4 2.5 -0.8
C 1.484 0.724 -1.335 -3.0 -0.8 1.2
N -1.155 0.501 1.288 -1.4 0.5 0.9
N 0.521 -1.618 -0.912 0.2 -0.5 0.0
O -1.316 -1.615 0.632 -0.2 -1.9 -0.3
H 0.920 2.002 0.175 1.2 3.3 2.0
H -2.406 -0.929 2.137 -2.1 -0.6 2.1
H 0.943 0.271 -2.085 -0.2 -1.4 -1.9
H 2.470 0.914 -1.299 3.3 0.9 -0.7

=====

(7)
12
Properties=species:S:1:pos:R:3:forces:R:3 method="wB97M-V/def2-TZVPD" total_charge=0 de_lowest_kcal_mol=146.9 orbital_gap_ha=0.3308
C -0.231 0.429 0.178 0.1 3.0 -2.9
C 0.911 0.559 -1.009 0.2 -7.2 6.0
C 0.565 -0.395 1.118 -2.4 -1.5 1.3
C -1.399 -0.406 -0.320 1.7 1.5 1.8
C -2.387 -1.085 -0.292 -0.2 -0.4 -1.3
H 0.200 2.399 -0.150 -4.5 -2.0 3.5
H 0.699 1.193 -1.782 0.3 1.2 -2.4
H 0.118 -0.865 2.035 0.7 0.9 -0.7
H -3.145 -1.679 -0.741 -0.4 -0.2 0.4
N 1.779 -0.472 -0.720 -1.8 4.8 -2.8
N 1.492 -1.008 0.527 1.1 -0.5 0.5
O -0.690 1.838 0.492 5.1 0.3 -3.3

=====

(8)
12
Properties=species:S:1:pos:R:3:forces:R:3 method="wB97M-V/def2-TZVPD" total_charge=0 de_lowest_kcal_mol=154.8 orbital_gap_ha="0.2751 / 0.3076"
C 1.168 1.283 0.074 -1.8 0.6 -0.2
C 1.967 0.078 -0.091 0.6 0.2 0.6
C -0.152 1.183 -0.006 0.3 -2.1 -0.7
C -1.152 -1.272 0.079 -1.7 -0.1 -0.3
C -1.982 -0.130 0.088 1.4 -2.8 0.2
N 1.369 -1.092 -0.022 1.7 0.0 -0.1
N 0.118 -1.196 -0.186 1.0 3.2 -0.3
O -1.414 1.071 -0.149 1.3 1.4 0.3
H 1.516 2.258 0.416 0.7 -0.4 -0.3
H 3.076 0.229 -0.093 -1.2 -0.8 0.2
H -1.516 -2.327 -0.005 -0.7 1.2 0.3
H -3.001 -0.086 -0.105 -1.7 -0.3 0.1